Record 1
Formula: C28H53F3O16
Source: the OMol25 dataset
Level of theory: the ωB97M-V functional and the def2-TZVPD basis

Results
- LUMO (alpha / beta): 0.0823 / 0.0806 hartree
- 2S+1: 2
- Frontier orbital gap (alpha / beta): 2.145 / 9.627 eV
- ⟨S²⟩: 0.75
- Net charge: -1

Each line ends with the Löwdin charge.
Element x y z (Å)
C -28.87395 -3.34627 11.25788  -0.04
C -29.07570 -1.84563 11.21854  -0.35
O -29.89573 -1.68235 10.09795  0.18
C -30.18665 -2.77837 9.49434  -0.61
O -30.90219 -2.85834 8.48875  0.11
O -29.69840 -3.74696 10.19746  0.11
F -27.97848 -1.25173 10.89197  0.13
H -29.20864 -3.69928 12.23331  0.13
H -27.84067 -3.68068 11.16518  0.14
H -29.50224 -1.61775 12.19539  0.14
C -27.94271 0.74581 15.88331  -0.10
C -29.35265 1.15644 15.46190  -0.31
O -29.67324 0.16927 14.46083  0.17
C -28.95657 -0.90046 14.73011  -0.54
O -29.16135 -2.00697 14.28921  0.13
O -27.94116 -0.64098 15.60904  0.04
F -29.16572 2.37325 15.00513  0.10
H -27.90032 0.88692 16.96330  0.11
H -27.13484 1.24508 15.34837  0.11
H -30.03487 1.19939 16.31093  0.17
C -22.86730 -5.87415 12.07265  -0.04
C -21.42507 -5.81980 12.32421  -0.29
O -20.87879 -6.50971 11.16973  0.16
C -21.72312 -6.34051 10.18324  -0.56
O -21.45976 -6.51813 8.96444  0.09
O -22.84351 -5.78795 10.62745  0.07
F -21.15172 -6.49102 13.48560  0.06
H -23.35860 -5.02363 12.54522  0.14
H -23.29442 -6.87049 12.18654  0.15
H -21.20186 -4.76514 12.48537  0.17
C -24.36548 0.73447 12.34060  -0.20
C -24.14541 1.89168 11.38736  -0.17
C -25.50389 2.65150 11.46297  -0.18
O -26.16446 2.16878 12.66382  -0.16
C -25.80880 0.84595 12.72055  -0.31
H -23.79308 0.85767 13.25998  0.08
H -24.06978 -0.26915 12.03495  0.10
H -23.78896 1.57922 10.40583  0.10
H -23.40367 2.56815 11.81199  0.09
H -26.12766 2.49601 10.58272  0.11
H -25.31446 3.72311 11.52527  0.11
H -26.53401 0.32895 12.09217  0.11
H -25.99067 0.51330 13.74250  0.08
C -21.81031 -4.78196 17.39259  -0.15
C -21.09779 -6.09028 17.13615  -0.18
C -22.24219 -7.03471 16.67816  -0.18
O -23.41152 -6.21079 16.54657  -0.18
C -22.99663 -4.87407 16.40539  -0.20
H -21.12333 -4.02713 17.00999  0.10
H -22.16815 -4.75819 18.42191  0.12
H -20.51197 -6.46983 17.97333  0.10
H -20.32133 -5.95749 16.38278  0.10
H -22.54329 -7.78045 17.41389  0.11
H -22.11595 -7.56140 15.73224  0.10
H -23.83378 -4.18162 16.49360  0.11
H -22.73098 -4.96260 15.35198  0.10
C -26.58399 -7.39546 14.49341  -0.20
C -27.80500 -8.00801 15.11777  -0.16
C -28.89142 -7.63268 14.07023  -0.15
O -28.42165 -6.34314 13.50336  -0.17
C -26.96032 -6.42914 13.41518  -0.20
H -25.92052 -8.14038 14.05410  0.11
H -25.95463 -6.79770 15.15272  0.11
H -27.94052 -7.69032 16.15161  0.10
H -27.78207 -9.09604 15.17909  0.10
H -29.79221 -7.33700 14.60806  0.11
H -29.23082 -8.34497 13.31820  0.11
H -26.58063 -5.41456 13.53587  0.10
H -26.55165 -6.83789 12.49105  0.11
C -26.55083 -0.98635 20.16346  -0.15
C -25.83997 -0.63809 18.83703  -0.22
C -25.98854 -1.80312 17.90466  -0.23
O -27.16906 -2.41455 18.35445  -0.17
C -27.74062 -1.64925 19.48380  -0.17
H -26.62841 -0.07181 20.75141  0.10
H -26.04902 -1.67643 20.84174  0.11
H -24.79098 -0.40189 19.01571  0.10
H -26.15029 0.29464 18.36604  0.07
H -25.18039 -2.53059 17.98074  0.11
H -25.98598 -1.52195 16.85155  0.09
H -28.17063 -2.41705 20.12696  0.12
H -28.42670 -0.90537 19.07878  0.11
C -27.99813 -4.90957 16.68472  -0.12
O -27.65866 -5.35223 18.00542  -0.13
H -27.25702 -4.25148 16.23111  0.06
H -28.24468 -5.72994 16.01070  0.05
H -28.89900 -4.33055 16.88785  0.08
H -27.43369 -4.61431 18.57678  0.04
C -21.84202 -0.78550 15.12339  -0.28
O -23.09439 -0.98872 15.72304  -0.20
H -21.11698 -0.14803 15.62940  0.06
H -21.27515 -1.71583 15.15848  0.06
H -21.80067 -0.44874 14.08754  0.06
H -23.54409 -0.14625 15.62501  0.00
C -25.19004 -2.45654 13.61037  -0.19
O -25.73919 -3.30360 14.53668  -0.13
H -25.63202 -2.47036 12.61410  0.08
H -25.33564 -1.43142 13.95098  0.05
H -24.11704 -2.64728 13.63040  0.07
H -26.67691 -3.11455 14.61747  0.05

***

Record 2
Formula: C28H53N5O10P2Re
Source: the OMol25 dataset
Level of theory: the ωB97M-V functional and the def2-TZVPD basis

Results
- LUMO (alpha / beta): -0.1660 / -0.2388 hartree
- 2S+1: 4
- Frontier orbital gap (alpha / beta): 10.151 / 8.180 eV
- ⟨S²⟩: 3.77
- Net charge: +2

Each line ends with the Löwdin charge.
Element x y z (Å)
Re 1.32446 -0.59993 0.16187  1.72
C -0.99702 -3.44721 2.67629  -0.02
C -1.41421 -4.18705 1.43107  -0.36
C -2.41356 -5.28426 1.69321  -0.02
O -2.10300 -3.20735 0.51550  -0.17
P -1.41514 -2.33331 -0.56000  0.49
O 0.07678 -2.17953 -0.35399  -0.39
C -2.22446 -0.72090 -0.44110  -0.18
P -1.72173 0.19528 1.02139  0.51
O -0.23008 -0.01615 1.25214  -0.37
O -2.40450 -0.35523 2.29214  -0.15
C -3.82340 -0.13668 2.67912  -0.39
C -4.54758 -1.45383 2.51881  -0.02
C -3.80236 0.37776 4.09767  -0.02
O -2.12477 1.65695 0.72600  -0.16
C -1.74545 2.82284 1.60309  -0.37
C -3.03668 3.46894 2.03598  -0.02
C -0.85872 3.72299 0.78401  -0.03
O -1.61336 -2.87681 -1.99398  -0.15
C -2.74199 -3.62544 -2.60759  -0.37
C -4.07173 -3.03758 -2.19628  -0.04
C -2.59025 -5.09074 -2.28157  -0.02
H -0.46779 -4.13545 3.33534  0.11
H -1.87089 -3.06654 3.20333  0.08
H -0.32300 -2.62323 2.45886  0.05
H -0.55015 -4.55678 0.87675  0.15
H -3.32041 -4.87513 2.13727  0.09
H -1.97866 -5.99057 2.39970  0.10
H -2.67362 -5.83129 0.79017  0.07
H -3.30766 -0.85052 -0.43952  0.09
H -1.94264 -0.13374 -1.31810  0.09
H -4.22399 0.61787 1.99649  0.13
H -4.17846 -2.18237 3.23966  0.09
H -4.42421 -1.86509 1.51756  0.07
H -5.61176 -1.30414 2.69795  0.10
H -3.38411 -0.37267 4.76679  0.10
H -4.82063 0.59693 4.41781  0.11
H -3.21116 1.28808 4.18389  0.08
H -1.19276 2.40850 2.44923  0.14
H -3.57999 3.85947 1.17660  0.10
H -2.81009 4.29839 2.70500  0.11
H -3.67726 2.77174 2.57314  0.06
H -1.40123 4.11509 -0.07643  0.10
H 0.02972 3.19098 0.45713  0.05
H -0.53299 4.55917 1.40139  0.11
H -2.56247 -3.45092 -3.66793  0.15
H -4.26362 -3.19584 -1.13372  0.08
H -4.86278 -3.54478 -2.74762  0.10
H -4.13519 -1.97667 -2.43558  0.09
H -2.81044 -5.28231 -1.23300  0.06
H -1.58631 -5.44084 -2.51252  0.10
H -3.29530 -5.66279 -2.88407  0.10
C 3.43110 4.38264 -0.19961  -0.06
C 3.83827 4.17083 1.25223  -0.15
C 4.04458 2.68538 1.61845  -0.30
C 4.54028 2.54788 3.07890  -0.15
C 4.77300 1.10574 3.50419  -0.06
C 5.13914 2.12856 0.71638  -0.37
O 6.23965 2.58667 0.65797  0.18
N 4.82974 0.99630 -0.08206  0.26
C 3.62227 0.43761 -0.07368  -0.50
O 3.29534 -0.60622 -0.73411  -0.07
N 2.59538 0.91360 0.64549  0.01
C 2.69226 1.98907 1.52305  -0.41
O 1.72915 2.33921 2.15431  0.12
H 3.15108 5.41984 -0.37237  0.09
H 2.57021 3.76342 -0.47218  0.06
H 4.24874 4.14942 -0.88239  0.08
H 3.07675 4.56118 1.92731  0.13
H 4.76977 4.69390 1.46682  0.13
H 3.78896 3.01921 3.71314  0.13
H 5.45965 3.12731 3.16159  0.13
H 3.87116 0.49732 3.41076  0.07
H 5.07888 1.06478 4.54765  0.09
H 5.56660 0.63552 2.92099  0.09
H 5.58064 0.58088 -0.62121  0.19
N 2.56140 -2.18791 2.62323  0.08
C 2.09440 -1.62509 1.73398  -0.37
C 1.97025 -1.88742 -3.14436  -0.01
N 1.67122 -0.53907 -3.60256  -0.05
C 2.13897 -0.21947 -4.95626  -0.12
C 1.07835 0.57977 -5.68067  -0.13
C 0.83080 1.84214 -4.88807  -0.13
N 0.66766 1.54759 -3.46202  -0.06
C 0.11177 2.64353 -2.69016  -0.01
C 1.03311 0.39221 -2.88521  -0.39
O 0.74267 0.24709 -1.63643  -0.18
H 1.66252 -2.58728 -3.92128  0.11
H 1.41555 -2.13127 -2.24959  0.05
H 3.03834 -2.00164 -2.96113  0.10
H 2.34776 -1.16149 -5.45730  0.13
H 3.07755 0.33928 -4.89392  0.14
H 0.16448 -0.01213 -5.76083  0.13
H 1.40337 0.83186 -6.68845  0.13
H -0.07372 2.35274 -5.22132  0.13
H 1.66513 2.54141 -5.00169  0.14
H -0.92198 2.82440 -2.99136  0.11
H 0.69123 3.54801 -2.88185  0.11
H 0.14519 2.41538 -1.63375  0.06

***

Q: Which formula does entry 2 have?
A: C28H53N5O10P2Re

***

Q: What is the net charge in the first record?
A: -1

***

Q: The highest ⟨S²⟩ belongs to which entry?
A: C28H53N5O10P2Re

***

Q: The highest net charge belongs to which entry?
A: C28H53N5O10P2Re